12
Properties=species:S:1:pos:R:3 method="wB97M-V/def2-TZVPD" gap_ev=10.4 homo_energy_ev=-9.947 multiplicity=1 max_force_ha_per_bohr=0.042 de_lowest_kcal_mol=39.2 energy_ha=-360.60695
O 0.54 -2.22 -0.16
C 1.18 -1.21 -0.27
C 0.57 0.15 -0.46
C -0.93 0.19 -0.75
N -1.49 0.72 0.50
C -0.58 0.85 1.37
O 0.71 0.59 1.07
H 2.27 -1.16 -0.10
H 1.16 0.87 -1.03
H -1.22 0.84 -1.59
H -1.35 -0.81 -0.95
H -0.88 1.19 2.36

***

157
Properties=species:S:1:pos:R:3 method="wB97M-V/def2-TZVPD" gap_ev=8.8 homo_energy_ev=-9.546 multiplicity=1 max_force_ha_per_bohr=0.063 de_lowest_kcal_mol=0.0 energy_ha=-4643.08884
O -3.32 -3.11 2.88
N -3.37 -2.71 4.04
O -3.77 -1.62 4.41
C -2.83 -3.61 5.07
C -2.32 -4.84 4.65
C -1.81 -5.67 5.58
C -1.90 -5.28 6.90
C -2.46 -4.12 7.40
C -3.01 -3.22 6.42
H -2.32 -5.07 3.58
H -1.36 -6.58 5.25
H -1.37 -5.87 7.63
H -2.53 -3.87 8.47
H -3.47 -2.24 6.52
O 4.92 -0.75 -1.97
N 5.30 -0.62 -3.12
O 6.38 -0.19 -3.43
C 4.31 -0.96 -4.10
C 3.03 -1.15 -3.63
C 2.06 -1.43 -4.55
C 2.37 -1.49 -5.92
C 3.67 -1.30 -6.29
C 4.65 -0.94 -5.42
H 2.74 -0.97 -2.61
H 1.01 -1.44 -4.28
H 1.61 -1.69 -6.66
H 3.91 -1.28 -7.33
H 5.66 -0.74 -5.67
O -2.13 -3.79 -1.27
N -3.16 -3.98 -0.66
O -3.44 -4.90 0.05
C -4.14 -2.91 -0.81
C -5.31 -3.08 -0.09
C -6.27 -2.07 -0.21
C -5.92 -0.93 -0.90
C -4.71 -0.79 -1.56
C -3.82 -1.82 -1.55
H -5.49 -3.99 0.51
H -7.27 -2.08 0.26
H -6.51 -0.02 -0.94
H -4.55 0.10 -2.15
H -2.87 -1.70 -2.07
O 5.16 -3.71 -3.47
N 4.03 -4.04 -3.73
O 3.65 -4.34 -4.83
C 3.13 -4.20 -2.64
C 1.78 -4.36 -2.89
C 0.94 -4.59 -1.83
C 1.42 -4.45 -0.51
C 2.80 -4.28 -0.29
C 3.64 -4.19 -1.38
H 1.46 -4.36 -3.92
H -0.11 -4.86 -2.03
H 0.83 -4.63 0.39
H 3.16 -4.18 0.75
H 4.67 -3.99 -1.30
O 3.05 1.63 -2.46
N 3.29 1.76 -1.27
O 2.51 1.52 -0.37
C 4.67 2.10 -0.93
C 5.56 2.44 -1.93
C 6.79 2.93 -1.58
C 7.19 2.93 -0.26
C 6.30 2.52 0.73
C 5.02 2.20 0.40
H 5.31 2.35 -2.99
H 7.49 3.22 -2.35
H 8.22 3.21 -0.01
H 6.59 2.48 1.76
H 4.32 2.00 1.22
O -0.40 5.21 -1.00
N -1.07 5.53 0.01
O -1.74 6.51 0.09
C -0.98 4.65 1.17
C -0.27 3.48 0.99
C -0.15 2.67 2.11
C -0.70 2.99 3.31
C -1.47 4.18 3.41
C -1.58 5.01 2.35
H 0.14 3.25 0.02
H 0.40 1.72 2.01
H -0.64 2.29 4.13
H -1.87 4.49 4.38
H -2.10 5.94 2.41
O -0.95 8.23 -6.14
N -2.11 7.97 -6.24
O -2.91 8.47 -7.01
C -2.61 6.84 -5.42
C -3.88 6.42 -5.65
C -4.39 5.37 -4.90
C -3.65 4.80 -3.88
C -2.41 5.33 -3.58
C -1.85 6.32 -4.39
H -4.46 6.94 -6.36
H -5.36 4.93 -5.22
H -4.05 3.93 -3.37
H -1.78 4.85 -2.84
H -0.85 6.69 -4.30
O 1.63 0.49 4.35
N 2.83 0.36 4.49
O 3.44 0.68 5.49
C 3.60 -0.28 3.40
C 4.94 -0.45 3.55
C 5.56 -0.97 2.39
C 4.88 -1.19 1.23
C 3.51 -0.92 1.15
C 2.86 -0.48 2.27
H 5.44 -0.25 4.48
H 6.61 -1.25 2.44
H 5.38 -1.75 0.43
H 2.97 -1.19 0.26
H 1.80 -0.29 2.28
C -3.60 0.39 1.77
C -3.59 1.57 0.82
O -4.94 1.82 0.43
C -5.12 2.49 -0.71
O -4.30 2.91 -1.47
O -6.48 2.46 -0.96
C -6.80 3.06 -2.23
H -2.61 0.42 2.25
H -3.69 -0.58 1.26
H -4.34 0.44 2.57
H -2.92 1.37 0.01
H -3.19 2.45 1.36
H -6.39 2.40 -3.04
H -6.37 4.06 -2.35
H -7.90 3.10 -2.40
C 3.24 -4.22 3.75
C 1.81 -3.64 3.69
O 1.63 -2.58 4.66
C 0.37 -2.06 4.74
O -0.44 -2.38 3.91
O 0.28 -1.26 5.73
C -0.94 -0.46 5.93
H 3.36 -5.16 3.17
H 3.48 -4.41 4.80
H 4.01 -3.61 3.27
H 1.12 -4.44 3.96
H 1.56 -3.23 2.72
H -1.13 -0.35 7.00
H -1.71 -1.01 5.39
H -0.79 0.56 5.54
C -1.50 1.66 -3.52
C -0.33 1.78 -2.56
O -0.66 1.18 -1.28
C -0.18 -0.09 -1.07
O 0.47 -0.74 -1.89
O -0.68 -0.50 0.05
C -0.23 -1.81 0.48
H -1.60 0.62 -3.83
H -1.36 2.16 -4.48
H -2.39 1.97 -3.00
H -0.08 2.86 -2.32
H 0.57 1.29 -2.93
H 0.83 -1.82 0.54
H -0.58 -2.57 -0.22
H -0.68 -2.00 1.43

***

56
Properties=species:S:1:pos:R:3 method="wB97M-V/def2-TZVPD" gap_ev=7.5 homo_energy_ev=-8.325 multiplicity=1 max_force_ha_per_bohr=0.154 energy_ha=-2420.83807
C -4.75 2.74 -2.53
C -4.88 1.79 -1.28
I -6.93 1.11 -0.85
C -3.79 1.37 -0.47
I -1.75 2.07 -0.91
C -3.93 0.36 0.78
I -1.94 0.44 1.77
O -4.80 0.70 1.90
S -5.78 -0.66 2.07
O -5.53 -1.58 3.22
O -7.27 -0.42 2.09
O -5.46 -1.52 0.63
C -4.03 -1.23 0.48
C -3.25 -1.81 -0.77
C -1.89 -2.59 -0.40
C -2.06 -3.73 0.71
C -1.38 -3.26 2.10
N -1.32 -4.45 3.03
H -5.55 3.56 -2.52
H -4.93 2.08 -3.45
H -3.74 3.24 -2.65
H -3.62 -1.65 1.47
H -2.94 -0.98 -1.50
H -3.90 -2.52 -1.40
H -1.03 -1.86 -0.19
H -1.58 -3.13 -1.37
H -1.41 -4.61 0.36
H -3.13 -4.05 0.88
H -0.32 -2.87 1.93
H -2.01 -2.47 2.61
H -2.32 -4.73 3.11
H -0.97 -4.16 3.96
C 2.44 4.36 1.80
C 3.46 3.52 1.05
C 2.82 2.42 0.20
C 2.05 1.49 1.08
N 1.44 0.75 1.76
H 1.87 3.76 2.52
H 2.94 5.15 2.37
H 1.73 4.84 1.11
H 4.16 3.08 1.77
H 4.05 4.18 0.40
H 3.60 1.86 -0.33
H 2.15 2.86 -0.54
C 5.75 -1.45 -2.73
C 6.99 -0.67 -2.32
C 6.68 0.48 -1.35
C 5.76 1.46 -2.01
N 5.03 2.22 -2.52
H 5.04 -0.81 -3.27
H 6.02 -2.27 -3.39
H 5.23 -1.86 -1.86
H 7.48 -0.28 -3.21
H 7.70 -1.36 -1.84
H 7.61 0.99 -1.08
H 6.22 0.10 -0.44

***

48
Properties=species:S:1:pos:R:3 method="wB97M-V/def2-TZVPD" gap_ev="7.9 / 6.4" homo_energy_ev="-7.186 / -8.017" s2=6.034 multiplicity=5 max_force_ha_per_bohr=0.010 de_lowest_kcal_mol=0.0 energy_ha=-1592.28892
Ir -0.24 0.30 0.01
C -1.18 2.26 0.36
C -1.15 1.61 1.64
C -2.40 0.94 1.79
C -3.17 1.15 0.64
C -2.44 1.95 -0.25
H -0.52 3.06 0.05
H -0.45 1.80 2.43
H -2.68 0.36 2.66
H -4.14 0.73 0.44
H -2.76 2.27 -1.23
C 4.24 1.80 -0.99
Si 2.45 1.95 -0.50
C 1.54 2.85 -1.87
C 2.34 2.92 1.09
N 1.74 0.35 -0.31
C 2.57 -0.78 -0.15
C 3.56 -0.84 0.83
C 4.41 -1.94 0.95
C 4.27 -3.02 0.10
C 3.29 -3.00 -0.88
C 2.47 -1.89 -0.99
F 1.54 -1.89 -1.97
H 4.51 2.62 -1.65
H 4.44 0.86 -1.51
H 4.90 1.84 -0.12
H 1.47 3.93 -1.69
H 0.54 2.46 -2.02
H 2.09 2.71 -2.81
H 2.93 3.84 1.02
H 2.73 2.32 1.92
H 1.32 3.21 1.34
H 3.66 -0.01 1.51
H 5.17 -1.94 1.72
H 4.93 -3.88 0.19
H 3.14 -3.82 -1.57
Te -1.23 -2.01 -0.58
C -3.30 -2.12 -0.20
C -4.16 -2.30 -1.28
C -5.53 -2.42 -1.08
C -6.05 -2.37 0.21
C -5.19 -2.22 1.29
C -3.82 -2.10 1.09
H -3.76 -2.34 -2.29
H -6.18 -2.55 -1.93
H -7.11 -2.46 0.36
H -5.59 -2.20 2.30
H -3.16 -1.99 1.94